DFT (ωB97M-V with the def2-TZVPD basis set) results for a 2-piece molecular cluster, C7H9N3O overall.

The expectation value of S² is 2.0129. The value obtained for the electronic energy is -13915.211 eV. Its energy relative to the best compared isomer or geometry (same formula, charge and spin) is 334.92 kJ/mol. The orbital gap (alpha / beta) comes out at 5.01 / 5.49 eV. The highest occupied orbital energy (alpha / beta) comes out at -4.4 / -7.9 eV. Its spin multiplicity is 3.

Element x y z (Å)
C1 1.844 0.544 -1.135
C2 -2.318 -0.436 0.236
C3 -1.608 0.746 0.083
C4 -0.483 -0.992 -0.648
C5 0.890 2.509 0.020
C6 -0.155 -2.408 1.563
C7 0.811 1.134 -0.540
N1 2.720 -0.110 -1.608
N2 -1.632 -1.478 -0.188
N3 -0.353 0.359 -0.387
O1 0.364 -1.601 2.260
H1 -3.374 -0.555 0.479
H2 -2.067 1.677 0.233
H3 0.340 -1.642 -0.912
H4 0.767 2.369 1.081
H5 0.044 3.120 -0.361
H6 1.895 2.760 -0.157
H7 3.083 -0.208 -2.583
H8 -0.900 -3.068 1.991
H9 0.131 -2.719 0.570